[1]
Formula: C22H24ClI2NdOP2
Source: the Open Molecules 2025 dataset
Level of theory: ωB97M-V with the def2-TZVPD basis set

```
! RIJCOSX wB97M-V def2-TZVPD def2/J DEFGRID3
* xyz 2 4
I 4.830 0.954 -3.254
I 4.451 -1.737 -3.186
Nd -1.120 -0.893 -1.059
P -1.324 -0.193 -3.925
C -0.191 -0.118 -5.356
C -2.377 -1.561 -4.501
H -3.177 1.370 -3.656
H -2.739 1.068 -5.390
H -1.726 2.160 -4.363
C -2.349 1.251 -4.371
H -3.212 -1.724 -3.808
H -2.750 -1.278 -5.496
H -0.806 -0.108 -6.283
H 0.473 -0.995 -5.352
H -1.770 -2.474 -4.570
H 0.425 0.792 -5.307
C 0.817 0.007 -2.282
O 1.708 0.324 -2.947
Cl -3.593 -0.394 -1.219
C 3.375 2.573 3.843
C 3.877 1.863 2.747
C 3.016 1.233 1.856
C 1.621 1.298 2.062
C 1.112 2.021 3.152
C 1.994 2.648 4.034
P 0.589 0.362 0.948
C 0.875 -1.396 1.414
C 1.161 -2.325 0.380
C 1.347 -3.671 0.715
C 1.473 -4.043 2.050
C 1.291 -3.106 3.075
C 0.961 -1.787 2.759
C -1.164 0.701 1.450
C -1.951 -0.165 2.237
C -3.203 0.268 2.694
C -3.683 1.537 2.362
C -2.924 2.382 1.543
C -1.681 1.969 1.078
H 4.058 3.067 4.532
H 4.950 1.791 2.592
H 3.407 0.650 1.019
H 0.039 2.064 3.333
H 1.599 3.204 4.880
H 1.355 -1.981 -0.658
H 1.419 -4.418 -0.080
H 1.744 -5.069 2.311
H 1.400 -3.399 4.122
H 0.768 -1.054 3.548
H -1.564 -1.144 2.541
H -3.807 -0.392 3.325
H -4.657 1.872 2.732
H -3.300 3.371 1.275
H -1.068 2.626 0.456
*
```

Properties
molecular weight	799.9	Da
<S²>	3.76
maximum force	4.98	eV/A
HOMO (spin up / spin down)	-13.85 / -13.85	eV
orbital gap (spin up / spin down)	6.19 / 6.34	eV
calculated total energy	-3227.17117	Eh

---

[2]
Formula: C22H24ClNO4
Source: the Open Molecules 2025 dataset
Level of theory: ωB97M-V with the def2-TZVPD basis set

```
! RIJCOSX wB97M-V def2-TZVPD def2/J DEFGRID3
* xyz 0 1
O 2.043 0.950 -0.057
C 2.548 1.156 -1.296
C 3.348 2.274 -1.510
C 3.880 2.522 -2.760
C 3.614 1.662 -3.812
C 2.820 0.549 -3.602
C 2.285 0.276 -2.352
C 1.477 -0.973 -2.110
N 0.269 -0.713 -1.321
C -0.340 -1.973 -0.917
H 0.431 -2.549 -0.397
H -0.678 -2.555 -1.791
C -1.532 -1.853 0.047
O -2.775 -1.860 -0.615
H -2.940 -0.989 -1.000
C -1.556 -3.094 0.959
H -2.465 -3.059 1.569
O -0.408 -3.239 1.758
C -0.501 -2.681 3.055
C -0.507 -1.172 3.087
C -1.602 -0.467 3.568
C -1.590 0.916 3.616
C -0.469 1.598 3.174
C 0.627 0.916 2.669
C 0.599 -0.465 2.629
H 1.448 -1.006 2.240
H 1.489 1.454 2.311
Cl -0.429 3.323 3.266
H -2.440 1.459 3.997
H -2.474 -1.001 3.919
H 0.386 -3.055 3.576
H -1.397 -3.067 3.563
H -1.607 -3.980 0.317
H -1.415 -0.950 0.662
C -0.643 0.177 -2.044
C -1.431 1.051 -1.124
C -1.053 2.013 -0.236
C -2.247 2.521 0.334
C -3.264 1.838 -0.248
O -2.784 0.944 -1.137
H -4.328 1.885 -0.134
H -2.328 3.293 1.071
H -0.054 2.323 -0.013
H -0.033 0.821 -2.687
H -1.336 -0.389 -2.685
H 2.089 -1.683 -1.540
H 1.233 -1.449 -3.074
H 2.616 -0.129 -4.419
H 4.023 1.855 -4.792
H 4.501 3.391 -2.914
H 3.542 2.934 -0.679
H 1.359 0.252 -0.119
*
```

Properties
molecular weight	401.9	Da
SMILES	Oc1ccccc1CN(Cc1ccco1)C[C@@H](O)COCc1ccc(Cl)cc1
maximum force	0.85	eV/A
energy relative to the best compared isomer or geometry (same formula, charge and spin)	0.00	kJ/mol
HOMO	-8.53	eV
orbital gap	9.32	eV
calculated total energy	-1668.61739	Eh

---

[3]
Formula: C22H24F3NO3P2Tl
Source: the Open Molecules 2025 dataset
Level of theory: ωB97M-V with the def2-TZVPD basis set

```
! RIJCOSX wB97M-V def2-TZVPD def2/J DEFGRID3
* xyz 1 1
C 2.120 1.275 2.909
C 2.050 1.115 1.532
C 1.596 -0.131 1.005
C 1.275 -1.236 1.865
C 1.212 -0.960 3.258
C 1.671 0.250 3.760
C 0.917 -2.461 1.273
C 0.617 -2.495 -0.101
C 0.967 -1.346 -0.897
C 0.793 -1.351 -2.311
C 0.251 -2.471 -2.927
C -0.229 -3.539 -2.144
C -0.108 -3.523 -0.761
H 2.501 2.220 3.309
H 0.779 -1.736 3.891
H 1.657 0.427 4.841
H 0.832 -3.349 1.868
H 0.173 -2.489 -4.018
H -0.731 -4.375 -2.641
H -0.568 -4.282 -0.123
N 1.273 -0.187 -0.294
Tl -2.507 -1.641 2.666
C 2.341 2.222 0.525
H 3.147 1.901 -0.158
H 2.636 3.150 1.040
C 1.155 -0.070 -3.054
H 2.233 0.137 -2.924
H 0.916 -0.158 -4.127
P 0.940 2.666 -0.585
P 0.304 1.449 -2.450
C -1.422 0.966 -2.172
H -2.046 1.855 -1.988
H -1.765 0.452 -3.081
H -1.492 0.273 -1.324
C 0.272 2.577 -3.858
H 0.084 1.978 -4.759
H -0.523 3.324 -3.748
H 1.241 3.083 -3.956
C -0.518 2.752 0.488
H -0.266 3.417 1.326
H -1.382 3.158 -0.062
H -0.758 1.756 0.886
C 1.263 4.357 -1.126
H 0.338 4.856 -1.438
H 1.699 4.901 -0.277
H 1.979 4.355 -1.959
C -2.511 4.060 -1.778
O -3.264 4.864 -2.080
H -3.747 -0.791 2.114
F -3.451 -5.891 3.297
C -2.995 -4.641 3.249
F -2.777 -4.322 1.902
F -4.021 -3.804 3.676
C -1.688 -4.305 3.999
O -1.059 -5.207 4.536
O -1.404 -3.034 3.908
*
```

Properties
molecular weight	673.8	Da
maximum force	3.30	eV/A
energy relative to the best compared isomer or geometry (same formula, charge and spin)	366.42	kJ/mol
HOMO (spin up / spin down)	-7.77 / -9.33	eV
orbital gap (spin up / spin down)	4.16 / 5.75	eV
calculated total energy	-2287.63238	Eh

---

[4]
Formula: C22H24FN2O2
Source: the Open Molecules 2025 dataset
Level of theory: ωB97M-V with the def2-TZVPD basis set

```
! RIJCOSX wB97M-V def2-TZVPD def2/J DEFGRID3
* xyz 1 1
C -0.289 0.559 -4.688
C -0.982 1.555 -3.769
H -1.035 2.537 -4.243
H -1.998 1.208 -3.543
O -0.265 1.792 -2.556
C -0.291 0.759 -1.650
C 0.788 -0.113 -1.620
C 0.854 -1.174 -0.732
C -0.226 -1.386 0.133
C -1.307 -0.529 0.118
C -1.348 0.584 -0.729
O -2.403 1.383 -0.553
C -2.392 2.755 -0.962
C -3.287 3.520 -0.002
H -3.357 4.556 -0.320
H -4.282 3.084 0.009
H -2.880 3.488 1.005
H -2.779 2.834 -1.984
H -1.373 3.149 -0.935
H -2.126 -0.669 0.805
N -0.132 -2.421 1.072
C -1.051 -3.371 1.384
C -0.521 -4.195 2.341
C 0.769 -3.719 2.641
C 0.992 -2.625 1.841
C 2.110 -1.640 1.808
C 1.589 -0.218 1.969
C 0.567 -0.019 2.895
C -0.017 1.220 3.058
C 0.434 2.276 2.284
C 1.482 2.120 1.396
C 2.062 0.872 1.250
H 2.883 0.800 0.548
H 1.833 2.965 0.825
F -0.155 3.471 2.394
H -0.816 1.373 3.765
H 0.217 -0.851 3.487
H 2.799 -1.866 2.631
N 2.898 -1.801 0.519
H 3.578 -2.560 0.630
H 3.408 -0.923 0.361
C 2.035 -2.094 -0.676
H 1.701 -3.131 -0.587
H 2.648 -1.992 -1.572
H 1.446 -4.125 3.365
H -1.001 -5.043 2.784
H -1.998 -3.408 0.886
H 1.589 0.062 -2.323
H 0.724 0.888 -4.905
H -0.840 0.492 -5.621
H -0.254 -0.430 -4.234
*
```

Properties
molecular weight	367.4	Da
SMILES	CCOc1cc2c(cc1OCC)-n1cccc1[C@H](c1ccc(F)cc1)[NH2+]C2
maximum force	0.95	eV/A
energy relative to the best compared isomer or geometry (same formula, charge and spin)	19.74	kJ/mol
HOMO	-11.36	eV
orbital gap	8.43	eV
calculated total energy	-1212.34407	Eh